5 unconnected molecules or ions with the total composition C32H71FN5O3 at a distorted geometry, computed with wB97M-V/def2-TZVPD.

Last column: Löwdin charge in e.
Cartesian coordinates (Å):
C  -0.96  1.70  0.19  -0.0074
C  0.53  1.53  -0.18  -0.5302
O  1.01  0.43  -0.20  0.0779
O  1.34  2.59  -0.54  -0.0405
C  1.27  3.58  0.52  -0.2343
C  2.52  4.56  0.53  -0.2966
C  2.77  4.94  2.05  -0.2338
C  3.74  3.97  2.82  -0.1919
C  3.39  2.46  2.69  -0.1781
F  4.17  1.77  3.70  -0.1422
N  3.73  3.85  -0.07  0.0925
C  4.57  4.71  -0.22  -0.4238
O  5.52  5.39  -0.26  0.1081
H  -1.10  1.73  1.30  0.0830
H  -1.37  2.64  -0.26  0.0799
H  -1.59  0.86  -0.19  0.0761
H  1.07  3.12  1.54  0.0889
H  0.38  4.25  0.32  0.0998
H  1.79  5.10  2.56  0.0969
H  3.28  5.94  2.04  0.0843
H  3.65  4.23  3.92  0.1039
H  4.82  4.14  2.58  0.1075
H  3.71  2.02  1.72  0.1175
H  2.33  2.22  2.91  0.0975
C  -3.14  -2.90  0.48  -0.0862
C  -4.44  -2.75  -0.30  -0.2760
N  -4.35  -1.82  -1.41  -0.1946
C  -5.65  -1.48  -1.98  -0.2531
C  -6.46  -2.59  -2.65  -0.0930
C  -3.30  -2.08  -2.38  -0.2436
C  -3.30  -3.44  -3.09  -0.0865
H  -2.78  -1.93  0.83  0.0782
H  -3.29  -3.54  1.35  0.0723
H  -2.35  -3.36  -0.13  0.0641
H  -5.19  -2.37  0.41  0.1164
H  -4.78  -3.74  -0.62  0.0965
H  -5.52  -0.66  -2.69  0.1112
H  -6.26  -1.05  -1.17  0.1075
H  -6.05  -2.85  -3.63  0.0525
H  -7.48  -2.26  -2.80  0.0678
H  -6.50  -3.50  -2.04  0.0644
H  -2.33  -1.97  -1.88  0.1039
H  -3.30  -1.29  -3.14  0.1165
H  -3.50  -4.27  -2.41  0.0671
H  -2.32  -3.62  -3.54  0.0639
H  -4.03  -3.47  -3.90  0.0531
C  1.00  -9.62  -5.54  -0.0943
C  -0.25  -8.79  -5.80  -0.2784
N  -0.75  -8.10  -4.62  -0.1975
C  -2.08  -7.53  -4.81  -0.2501
C  -2.24  -6.41  -5.84  -0.0880
C  0.20  -7.24  -3.93  -0.2467
C  0.84  -6.10  -4.72  -0.0822
H  0.83  -10.34  -4.74  0.0782
H  1.27  -10.17  -6.44  0.0705
H  1.85  -9.00  -5.27  0.0640
H  -1.03  -9.47  -6.16  0.1160
H  -0.05  -8.09  -6.63  0.0983
H  -2.46  -7.18  -3.85  0.1090
H  -2.76  -8.35  -5.09  0.1073
H  -1.84  -5.46  -5.47  0.0451
H  -3.30  -6.25  -6.05  0.0706
H  -1.76  -6.64  -6.79  0.0655
H  1.00  -7.87  -3.53  0.0999
H  -0.28  -6.83  -3.04  0.1150
H  1.16  -6.41  -5.72  0.0673
H  1.73  -5.74  -4.19  0.0748
H  0.17  -5.25  -4.82  0.0521
C  0.83  -0.87  3.78  -0.0853
C  0.79  -2.28  4.33  -0.2752
N  0.37  -3.27  3.35  -0.1956
C  0.08  -4.57  3.94  -0.2595
C  1.23  -5.34  4.58  -0.0935
C  1.13  -3.31  2.10  -0.2442
C  2.63  -3.57  2.19  -0.0819
H  -0.14  -0.58  3.36  0.0763
H  1.07  -0.16  4.57  0.0748
H  1.59  -0.75  3.00  0.0673
H  0.08  -2.29  5.16  0.1146
H  1.78  -2.52  4.76  0.0992
H  -0.39  -5.21  3.18  0.1077
H  -0.70  -4.43  4.70  0.1051
H  1.89  -5.78  3.83  0.0522
H  0.83  -6.17  5.18  0.0662
H  1.83  -4.72  5.25  0.0657
H  0.98  -2.35  1.59  0.1007
H  0.68  -4.05  1.43  0.1109
H  3.11  -3.00  2.99  0.0705
H  3.11  -3.27  1.26  0.0750
H  2.85  -4.63  2.34  0.0496
C  0.34  8.09  0.64  -0.0835
C  0.33  9.01  1.86  -0.2761
N  1.65  9.33  2.36  -0.1911
C  1.62  9.98  3.66  -0.2550
C  0.97  11.36  3.76  -0.0963
C  2.58  9.90  1.40  -0.2455
C  2.17  11.21  0.70  -0.0908
H  0.89  7.16  0.85  0.0606
H  -0.68  7.82  0.37  0.0706
H  0.79  8.57  -0.23  0.0648
H  -0.23  8.49  2.64  0.1151
H  -0.25  9.91  1.61  0.0927
H  2.65  10.04  4.05  0.1100
H  1.10  9.31  4.36  0.1074
H  1.61  12.14  3.34  0.0506
H  0.81  11.62  4.81  0.0654
H  0.00  11.40  3.26  0.0630
H  2.78  9.15  0.63  0.1063
H  3.55  10.05  1.88  0.1144
H  1.13  11.19  0.37  0.0652
H  2.79  11.35  -0.19  0.0696
H  2.32  12.08  1.33  0.0487

## Properties
E_LUMO, eV: 2.07
Charge: -1
DFT total energy, eV: -50643.1299
HOMO level, eV: -2.07
Frontier orbital gap, Ha: 0.1524

***

5 unconnected molecules or ions with the total composition C32H71N2O18P4 at a distorted geometry, computed with wB97M-V/def2-TZVPD.

Last column: Löwdin charge in e.
Cartesian coordinates (Å):
C  2.62  2.11  -10.89  -0.0719
C  3.42  0.75  -10.87  -0.2171
N  2.49  -0.38  -10.85  -0.0214
O  2.41  -1.01  -9.58  -0.0208
C  1.44  -0.48  -8.79  -0.3964
O  0.26  -0.59  -8.97  0.1851
C  1.91  0.26  -7.53  -0.0467
C  3.29  0.38  -7.29  0.0323
C  3.76  1.01  -6.15  -0.0235
N  2.86  1.50  -5.29  0.1114
C  1.54  1.41  -5.47  -0.0085
C  1.02  0.79  -6.59  0.0666
H  2.38  2.32  -11.94  0.0788
H  1.66  1.94  -10.38  0.0657
H  3.18  2.95  -10.45  0.0719
H  4.00  0.68  -11.80  0.1158
H  4.13  0.76  -10.03  0.0965
H  1.58  -0.15  -11.22  0.1273
H  4.04  -0.04  -7.96  0.1330
H  4.84  1.07  -5.98  0.1603
H  3.22  1.94  -4.45  0.1940
H  0.88  1.82  -4.71  0.1571
H  -0.06  0.68  -6.74  0.1488
O  2.96  -0.03  -0.62  -0.2252
P  3.85  -1.10  -1.18  0.6318
O  2.76  -2.00  -2.04  -0.1900
C  2.23  -1.46  -3.23  -0.2881
C  3.26  -1.41  -4.35  -0.0735
O  3.96  -2.03  0.15  -0.2478
C  3.66  -1.56  1.47  -0.2652
C  2.26  -1.97  1.86  -0.0544
O  5.13  -1.88  -1.87  -0.2251
C  5.95  -2.87  -1.22  -0.2532
C  5.32  -4.25  -1.29  -0.0589
H  1.83  -0.45  -3.03  0.0839
H  1.39  -2.09  -3.53  0.1308
H  4.06  -0.71  -4.11  0.0649
H  2.79  -1.09  -5.28  0.0467
H  3.72  -2.39  -4.50  0.1000
H  3.81  -0.48  1.55  0.1093
H  4.38  -2.03  2.15  0.1106
H  1.52  -1.60  1.15  0.0654
H  2.01  -1.59  2.85  0.0862
H  2.18  -3.05  1.87  0.0611
H  6.20  -2.58  -0.21  0.1144
H  6.89  -2.89  -1.78  0.1193
H  4.34  -4.27  -0.82  0.0733
H  5.96  -4.98  -0.80  0.0850
H  5.17  -4.54  -2.33  0.0816
O  1.44  3.49  2.34  -0.2228
P  0.10  2.88  2.08  0.6267
O  -0.08  3.16  0.47  -0.2071
C  0.71  2.41  -0.44  -0.2955
C  0.27  0.96  -0.53  -0.0887
O  -0.81  4.10  2.69  -0.2579
C  -0.29  5.08  3.58  -0.2815
C  0.06  6.34  2.82  -0.0712
O  -1.19  1.86  2.12  -0.2211
C  -2.48  2.16  2.67  -0.2626
C  -3.34  2.91  1.68  -0.0627
H  1.77  2.47  -0.16  0.1029
H  0.60  2.88  -1.42  0.1077
H  0.45  0.44  0.42  0.0623
H  0.81  0.44  -1.31  0.0357
H  -0.80  0.90  -0.73  0.0864
H  0.55  4.70  4.15  0.1065
H  -1.08  5.31  4.30  0.1171
H  0.78  6.14  2.02  0.0744
H  0.49  7.09  3.49  0.0786
H  -0.82  6.76  2.34  0.0748
H  -2.40  2.67  3.62  0.1130
H  -2.96  1.20  2.88  0.1195
H  -2.88  3.85  1.36  0.0719
H  -4.32  3.13  2.11  0.0779
H  -3.48  2.32  0.77  0.0800
O  2.96  -7.48  0.52  -0.2328
P  2.83  -8.46  1.65  0.6254
O  1.31  -8.14  2.19  -0.2103
C  0.20  -8.55  1.38  -0.2906
C  0.01  -10.05  1.39  -0.0835
O  3.71  -7.63  2.76  -0.2533
C  4.61  -6.60  2.40  -0.2818
C  3.96  -5.24  2.57  -0.0727
O  2.94  -9.84  2.55  -0.2193
C  3.71  -10.00  3.75  -0.2651
C  2.95  -9.49  4.96  -0.0656
H  0.33  -8.18  0.36  0.1087
H  -0.69  -8.07  1.80  0.1176
H  0.85  -10.55  0.90  0.0695
H  -0.90  -10.33  0.87  0.0788
H  -0.03  -10.43  2.41  0.0805
H  5.00  -6.74  1.39  0.0993
H  5.47  -6.67  3.08  0.1196
H  3.04  -5.17  1.98  0.0688
H  4.64  -4.44  2.27  0.0674
H  3.68  -5.08  3.61  0.0848
H  4.69  -9.54  3.66  0.1117
H  3.88  -11.07  3.87  0.1196
H  2.69  -8.44  4.87  0.0715
H  3.55  -9.62  5.86  0.0834
H  2.01  -10.04  5.08  0.0814
O  -7.29  5.06  2.52  -0.2288
P  -7.62  5.38  3.95  0.6588
O  -9.02  6.24  3.73  -0.2144
C  -10.21  5.52  3.40  -0.2926
C  -10.74  4.75  4.59  -0.0850
O  -6.56  6.64  4.05  -0.2714
C  -5.45  6.79  3.17  -0.2888
C  -5.78  7.75  2.04  -0.0703
O  -7.82  5.47  5.60  -0.2287
C  -7.09  6.32  6.49  -0.2698
C  -7.68  7.71  6.54  -0.0649
H  -10.03  4.86  2.56  0.1092
H  -10.95  6.27  3.09  0.1185
H  -10.06  3.94  4.87  0.0687
H  -11.71  4.30  4.37  0.0784
H  -10.84  5.39  5.47  0.0800
H  -5.11  5.82  2.79  0.0938
H  -4.63  7.20  3.76  0.1160
H  -6.66  7.42  1.49  0.0750
H  -4.95  7.84  1.35  0.0750
H  -6.01  8.73  2.45  0.0777
H  -6.02  6.32  6.26  0.1109
H  -7.18  5.87  7.48  0.1180
H  -7.68  8.19  5.56  0.0717
H  -7.11  8.34  7.22  0.0830
H  -8.71  7.68  6.87  0.0813

## Properties
E_LUMO, eV: -5.20
Charge: +1
DFT total energy, eV: -111317.9837
HOMO level, eV: -11.00
Frontier orbital gap, Ha: 0.2130

***

A molecular structure, C32H72F6KN7O12S6 at a distorted geometry, computed with wB97M-V/def2-TZVPD.

Last column: Löwdin charge in e.
Cartesian coordinates (Å):
K  -7.39  -16.62  7.63  0.7487
C  -13.91  -17.83  12.13  -0.0837
C  -12.93  -18.93  11.67  -0.2188
C  -11.65  -18.68  10.81  -0.0507
N  -10.97  -19.95  10.08  -0.2114
C  -11.87  -21.19  10.03  0.0120
C  -10.33  -19.67  8.76  -0.0936
C  -8.84  -20.07  8.83  -0.1205
C  -8.78  -21.06  10.04  -0.1177
C  -9.82  -20.41  11.10  -0.0086
H  -13.34  -17.29  12.88  0.0770
H  -14.88  -18.10  12.54  0.0802
H  -14.38  -17.20  11.37  0.0790
H  -13.62  -19.51  11.06  0.0981
H  -12.66  -19.52  12.55  0.1064
H  -10.90  -18.04  11.28  0.1208
H  -12.02  -18.11  9.96  0.0979
H  -11.29  -22.09  9.82  0.1061
H  -12.60  -20.98  9.25  0.1182
H  -12.22  -21.39  11.04  0.0949
H  -10.90  -20.14  7.95  0.1407
H  -10.36  -18.59  8.61  0.1006
H  -8.50  -20.48  7.88  0.1090
H  -8.18  -19.21  8.97  0.0881
H  -8.89  -22.11  9.77  0.1067
H  -7.78  -21.29  10.41  0.1087
H  -10.30  -21.11  11.78  0.1209
H  -9.34  -19.51  11.50  0.1209
C  -8.45  -11.38  15.49  -0.1255
C  -7.39  -11.62  14.49  -0.2385
C  -7.21  -13.08  13.97  -0.0910
N  -6.01  -13.21  13.04  -0.2124
C  -5.69  -14.71  12.98  0.0421
C  -4.69  -12.44  13.50  -0.0707
C  -3.81  -12.34  12.24  -0.1731
C  -4.86  -11.84  11.26  -0.1493
C  -6.22  -12.44  11.71  -0.0369
H  -8.33  -10.34  15.80  0.0891
H  -8.28  -11.95  16.41  0.0806
H  -9.51  -11.54  15.29  0.0905
H  -6.50  -11.14  14.89  0.1126
H  -7.88  -11.03  13.72  0.1128
H  -8.08  -13.40  13.39  0.1372
H  -7.20  -13.80  14.78  0.1340
H  -6.66  -15.13  12.72  0.0814
H  -5.48  -15.14  13.95  0.1224
H  -5.12  -14.87  12.06  0.0958
H  -4.13  -12.75  14.38  0.1393
H  -4.90  -11.37  13.55  0.1144
H  -3.38  -13.22  11.75  0.0994
H  -3.01  -11.60  12.31  0.1283
H  -4.49  -12.13  10.28  0.1144
H  -4.71  -10.78  11.41  0.1193
H  -6.60  -13.29  11.16  0.1125
H  -6.86  -11.56  11.81  0.1332
C  -6.62  -10.88  2.12  -0.0555
C  -6.06  -12.28  2.53  -0.2369
C  -6.89  -13.53  2.20  -0.0512
N  -6.18  -14.94  2.68  -0.1812
C  -6.81  -16.10  1.83  0.0364
C  -4.63  -15.04  2.45  -0.0711
C  -4.15  -15.89  3.65  -0.1450
C  -4.92  -15.40  4.85  -0.1655
C  -6.29  -15.23  4.22  -0.0801
H  -7.55  -10.73  2.67  0.0830
H  -6.60  -10.84  1.03  0.0819
H  -5.89  -10.14  2.44  0.0776
H  -5.97  -12.38  3.61  0.1044
H  -5.10  -12.44  2.06  0.0936
H  -6.87  -13.64  1.12  0.1258
H  -7.83  -13.66  2.74  0.1339
H  -6.63  -15.83  0.79  0.1003
H  -7.89  -15.98  1.80  0.1026
H  -6.54  -17.09  2.19  0.0976
H  -4.36  -15.33  1.43  0.1371
H  -4.25  -14.02  2.57  0.1025
H  -4.51  -16.89  3.39  0.1062
H  -3.06  -15.83  3.66  0.1192
H  -5.14  -16.05  5.69  0.0854
H  -4.47  -14.53  5.32  0.1135
H  -6.84  -16.17  4.19  0.0972
H  -6.80  -14.41  4.70  0.1353
C  -3.26  -18.52  6.00  -0.0607
C  -1.70  -18.84  6.04  -0.1757
C  -0.95  -17.80  5.21  -0.1201
N  0.60  -17.71  5.46  -0.2544
C  1.18  -16.68  4.43  0.0577
C  1.36  -19.02  5.26  -0.0924
C  2.79  -18.69  5.78  -0.1446
C  2.55  -17.79  7.00  -0.1151
C  1.07  -17.23  6.89  -0.0295
H  -3.54  -17.56  6.44  0.0176
H  -3.86  -19.33  6.41  0.0752
H  -3.71  -18.53  5.00  0.0547
H  -1.37  -19.81  5.67  0.1056
H  -1.37  -18.80  7.08  0.0898
H  -1.40  -16.83  5.39  0.0977
H  -1.12  -18.04  4.16  0.1336
H  0.96  -17.18  3.49  0.1037
H  2.25  -16.53  4.58  0.1042
H  0.50  -15.87  4.69  0.1018
H  1.33  -19.15  4.18  0.1312
H  0.72  -19.74  5.77  0.1268
H  3.41  -18.30  4.97  0.1117
H  3.23  -19.67  5.92  0.1228
H  3.28  -16.98  7.02  0.1158
H  2.66  -18.33  7.94  0.1195
H  0.89  -16.16  6.88  0.1282
H  0.41  -17.74  7.58  0.1191
N  -8.03  -18.11  5.38  -0.3635
S  -7.25  -19.48  4.82  0.5761
O  -6.10  -19.26  3.99  -0.2665
O  -8.06  -20.68  4.66  -0.2483
F  -6.50  -19.87  6.23  -0.2327
S  -9.28  -18.29  4.53  0.4396
O  -10.45  -19.02  5.06  -0.2727
O  -9.09  -18.35  3.11  -0.2703
F  -9.80  -16.75  4.63  -0.2181
N  -4.66  -16.68  8.37  -0.3654
S  -4.10  -17.55  9.45  0.4419
O  -4.42  -17.15  10.82  -0.2788
O  -2.77  -18.01  9.14  -0.2711
F  -5.00  -18.88  9.18  -0.1945
S  -3.49  -15.50  8.28  0.6206
O  -2.57  -15.54  7.13  -0.2883
O  -3.04  -14.97  9.57  -0.2752
F  -4.48  -14.29  7.82  -0.2089
N  -9.46  -15.70  9.10  -0.3552
S  -9.48  -14.81  10.26  0.2795
O  -10.40  -15.08  11.28  -0.2518
O  -9.24  -13.39  10.03  -0.2778
F  -8.14  -15.38  10.85  -0.1966
S  -11.07  -15.30  8.60  0.6685
O  -11.35  -14.16  7.70  -0.2452
O  -12.16  -15.75  9.49  -0.2794
F  -11.07  -16.55  7.55  -0.2286

## Properties
E_LUMO, eV: -3.67
Charge: +2
DFT total energy, eV: -166972.2897
ΔE to the lowest compared entry with this formula, charge and spin, eV: 0.000
HOMO level, eV: -13.74
Frontier orbital gap, Ha: 0.3703

***

- What is the E_LUMO in the first record?
  2.07 eV

***

- The lowest frontier orbital gap belongs to which entry?
  C32H71FN5O3

***

- What is the HOMO level in the third record?
  -13.74 eV